{"formula": "C55H123N13O21", "method": "ωB97M-V/def2-TZVPD", "e_lumo_ha": 0.006, "homo_lumo_gap_ev": 8.892, "e_homo_ev": -8.72, "spin_multiplicity": 1, "total_charge": 0, "species": ["C", "O", "N", "C", "C", "H", "H", "H", "H", "H", "H", "H", "C", "O", "N", "C", "C", "H", "H", "H", "H", "H", "H", "H", "C", "O", "N", "C", "C", "H", "H", "H", "H", "H", "H", "H", "C", "O", "N", "C", "C", "H", "H", "H", "H", "H", "H", "H", "C", "O", "N", "C", "C", "H", "H", "H", "H", "H", "H", "H", "C", "O", "N", "C", "C", "H", "H", "H", "H", "H", "H", "H", "C", "O", "N", "C", "C", "H", "H", "H", "H", "H", "H", "H", "C", "O", "N", "C", "C", "H", "H", "H", "H", "H", "H", "H", "C", "O", "N", "C", "C", "H", "H", "H", "H", "H", "H", "H", "C", "O", "N", "C", "C", "H", "H", "H", "H", "H", "H", "H", "C", "O", "N", "C", "C", "H", "H", "H", "H", "H", "H", "H", "C", "O", "N", "C", "C", "H", "H", "H", "H", "H", "H", "H", "C", "O", "N", "C", "C", "H", "H", "H", "H", "H", "H", "H", "O", "C", "O", "C", "C", "C", "H", "H", "H", "H", "H", "H", "H", "H", "O", "C", "O", "C", "C", "C", "H", "H", "H", "H", "H", "H", "H", "H", "O", "C", "O", "C", "C", "C", "H", "H", "H", "H", "H", "H", "H", "H", "O", "C", "O", "C", "C", "C", "H", "H", "H", "H", "H", "H", "H", "H"], "coordinates": [[-4.088, -0.298, 4.600], [-5.272, -0.009, 4.394], [-3.707, -0.875, 5.737], [-2.287, -1.051, 5.971], [-4.653, -0.971, 6.798], [-3.309, -0.236, 3.825], [-2.094, -0.345, 6.779], [-1.669, -0.782, 5.114], [-2.142, -2.100, 6.228], [-5.663, -1.123, 6.417], [-4.525, -1.853, 7.427], [-4.740, -0.086, 7.428], [-3.027, -2.654, 1.747], [-3.487, -1.967, 0.781], [-2.671, -4.003, 1.682], [-1.991, -4.690, 2.800], [-2.896, -4.844, 0.485], [-2.846, -2.293, 2.771], [-2.556, -5.530, 3.205], [-1.694, -3.961, 3.553], [-0.993, -5.062, 2.568], [-3.586, -4.369, -0.212], [-1.976, -4.938, -0.092], [-3.483, -5.754, 0.618], [-2.398, -5.674, -5.844], [-3.141, -4.701, -6.078], [-2.527, -7.065, -5.974], [-1.581, -7.956, -5.480], [-3.707, -7.642, -6.560], [-1.378, -5.566, -5.445], [-0.796, -7.516, -4.865], [-1.200, -8.582, -6.287], [-1.977, -8.604, -4.698], [-3.526, -8.184, -7.488], [-4.249, -8.257, -5.842], [-4.473, -6.944, -6.897], [-3.840, 2.099, -2.445], [-3.173, 1.837, -1.425], [-4.756, 1.233, -2.977], [-5.462, 1.743, -4.177], [-5.126, -0.012, -2.297], [-3.955, 3.052, -2.986], [-5.041, 2.679, -4.545], [-6.491, 2.103, -4.179], [-5.372, 0.984, -4.953], [-5.648, -0.495, -3.123], [-4.359, -0.704, -1.947], [-5.804, 0.205, -1.472], [-2.228, -0.274, -6.038], [-1.365, 0.497, -6.386], [-3.473, -0.447, -6.627], [-4.141, 0.426, -7.548], [-4.228, -1.629, -6.155], [-1.972, -1.008, -5.258], [-5.090, 0.648, -7.060], [-4.254, -0.221, -8.418], [-3.494, 1.282, -7.743], [-5.014, -1.221, -5.518], [-4.687, -2.183, -6.974], [-3.593, -2.255, -5.529], [1.548, -4.533, -3.340], [0.939, -4.716, -4.408], [1.278, -5.215, -2.163], [2.040, -4.923, -1.011], [0.347, -6.390, -2.188], [2.247, -3.694, -3.194], [3.013, -5.406, -1.106], [1.765, -5.235, -0.004], [2.236, -3.851, -1.003], [-0.389, -6.282, -1.391], [-0.172, -6.574, -3.129], [0.858, -7.332, -1.986], [2.492, 0.807, -5.563], [3.216, 1.758, -5.616], [2.999, -0.432, -5.466], [2.106, -1.515, -5.166], [4.353, -0.812, -5.883], [1.423, 0.739, -5.309], [1.634, -1.324, -4.202], [2.672, -2.441, -5.065], [1.421, -1.668, -6.000], [4.887, 0.128, -6.020], [4.873, -1.581, -5.310], [4.335, -1.320, -6.847], [-1.713, 4.030, 8.611], [-2.454, 4.554, 9.376], [-2.059, 2.992, 7.800], [-0.996, 2.314, 6.975], [-3.398, 2.372, 7.903], [-0.659, 4.326, 8.489], [-0.686, 1.330, 7.327], [-0.131, 2.977, 6.957], [-1.514, 2.155, 6.030], [-3.431, 1.404, 8.402], [-4.129, 3.000, 8.411], [-3.880, 2.171, 6.946], [1.554, 1.392, 4.855], [0.625, 0.664, 5.120], [2.631, 1.146, 4.058], [3.650, 2.078, 3.944], [2.977, -0.221, 3.615], [1.557, 2.406, 5.283], [3.483, 3.118, 4.224], [4.007, 2.038, 2.915], [4.510, 1.744, 4.524], [3.460, -0.270, 2.639], [3.634, -0.718, 4.328], [2.030, -0.753, 3.527], [-0.075, 2.681, -2.092], [0.678, 2.225, -2.966], [-0.235, 4.008, -1.881], [0.528, 5.067, -2.598], [-1.389, 4.426, -0.970], [-0.743, 2.089, -1.448], [1.105, 4.723, -3.456], [1.150, 5.647, -1.916], [-0.219, 5.761, -2.985], [-1.237, 5.320, -0.365], [-2.319, 4.635, -1.498], [-1.804, 3.636, -0.346], [-1.290, 3.715, -5.400], [-2.452, 3.859, -5.164], [-0.478, 4.493, -6.123], [0.878, 4.075, -6.376], [-0.909, 5.803, -6.657], [-0.738, 2.936, -4.852], [0.973, 4.161, -7.459], [1.061, 3.034, -6.110], [1.574, 4.654, -5.769], [-1.984, 5.914, -6.796], [-0.713, 6.696, -6.064], [-0.482, 5.949, -7.649], [1.633, 6.071, 1.130], [1.730, 7.271, 1.383], [2.357, 5.145, 1.760], [2.187, 3.720, 1.480], [3.489, 5.597, 2.673], [0.878, 5.681, 0.429], [1.850, 3.209, 2.382], [3.084, 3.297, 1.029], [1.425, 3.700, 0.701], [3.173, 5.505, 3.712], [4.336, 4.958, 2.423], [3.770, 6.627, 2.456], [3.883, 1.467, -1.863], [4.189, 0.336, -1.418], [4.591, 2.578, -1.551], [4.302, 3.818, -2.092], [5.832, 2.509, -0.773], [3.014, 1.636, -2.518], [4.024, 4.591, -1.375], [3.558, 3.775, -2.887], [5.225, 4.129, -2.582], [5.646, 3.229, 0.024], [6.052, 1.477, -0.502], [6.704, 2.752, -1.382], [-1.825, 6.022, 2.661], [-2.492, 5.509, 3.554], [-3.521, 4.675, 3.451], [-3.894, 4.121, 2.207], [-3.770, 2.558, 2.236], [-2.242, 5.902, 4.990], [-3.392, 4.570, 1.350], [-4.931, 4.440, 2.100], [-4.628, 2.036, 2.661], [-2.847, 2.176, 2.673], [-3.725, 2.228, 1.198], [-1.870, 5.037, 5.538], [-3.177, 6.237, 5.438], [-1.548, 6.741, 5.061], [5.269, -3.910, -0.086], [5.476, -3.044, 0.742], [6.678, -2.766, 1.394], [7.769, -3.652, 1.109], [7.575, -5.033, 1.740], [4.289, -2.115, 1.080], [8.674, -3.177, 1.485], [7.938, -3.709, 0.034], [7.195, -5.016, 2.761], [8.527, -5.558, 1.661], [6.962, -5.658, 1.092], [3.582, -2.053, 0.253], [4.726, -1.121, 1.171], [3.845, -2.278, 2.063], [0.219, -1.321, 1.468], [-0.064, -0.209, 1.068], [0.047, 0.174, -0.239], [0.484, -0.785, -1.225], [-0.568, -1.851, -1.539], [-0.254, 0.892, 2.019], [1.299, -1.307, -0.724], [0.881, -0.295, -2.114], [-0.821, -2.548, -0.740], [-0.160, -2.446, -2.356], [-1.482, -1.468, -1.992], [0.616, 1.549, 2.033], [-0.553, 0.513, 2.996], [-1.014, 1.555, 1.605], [-0.193, -3.064, 4.855], [1.004, -3.171, 4.608], [1.983, -2.757, 5.367], [1.761, -2.204, 6.597], [3.049, -2.291, 7.439], [1.508, -3.911, 3.375], [0.971, -2.695, 7.165], [1.375, -1.190, 6.489], [3.433, -3.310, 7.488], [2.988, -1.972, 8.480], [3.851, -1.653, 7.070], [0.916, -3.670, 2.492], [1.434, -4.971, 3.620], [2.522, -3.620, 3.099]], "atomic_forces_ev_per_a": [[-2.555, -0.227, -0.774], [1.215, 0.350, -0.357], [0.796, 0.194, -0.646], [-0.692, -0.028, 0.829], [-1.255, -0.650, 0.691], [0.041, 0.268, 0.089], [0.829, -0.407, 0.289], [-0.244, -0.083, -0.020], [0.554, 0.225, 0.248], [0.167, 0.195, -0.474], [0.685, 0.052, 0.061], [0.384, 0.119, 0.044], [-0.674, -0.136, -2.931], [1.444, -2.274, 3.240], [-0.332, -0.319, -0.254], [0.181, 0.985, -0.097], [-0.656, 1.543, -0.541], [-0.040, 0.346, -0.247], [-0.258, 0.209, 0.021], [-0.709, 0.004, 0.265], [-0.067, -0.248, -0.860], [0.156, 0.857, 0.139], [0.107, -0.579, 0.230], [0.791, -0.431, 0.873], [0.390, 0.197, 0.269], [1.005, -3.004, 0.121], [-2.652, 3.550, -1.029], [1.231, -1.356, 1.187], [-1.208, -0.124, -0.390], [0.009, 0.781, 0.140], [0.346, 0.645, -0.877], [0.395, -0.064, 0.147], [-0.714, -0.465, -0.216], [0.506, -0.485, 0.206], [0.245, -0.418, 0.017], [0.484, 0.790, 0.386], [-0.725, -1.311, 1.688], [-0.809, 0.766, -1.830], [0.787, 1.680, 0.208], [0.301, -0.394, -0.459], [-0.885, 0.252, -1.316], [1.095, 0.184, 0.310], [1.017, -0.353, 0.061], [-0.587, -0.847, 1.180], [-0.056, 0.151, -0.134], [-0.435, -0.664, 0.497], [0.505, 0.683, -0.128], [-0.039, -0.125, 0.010], [-0.537, -0.442, -1.232], [-0.002, 0.929, -0.183], [1.825, -1.572, 2.256], [0.784, -0.909, 0.317], [0.006, 1.417, 0.323], [-0.556, -0.142, 0.061], [-0.219, 0.533, -0.611], [-0.539, 0.679, -0.562], [-0.343, 0.070, -0.051], [-0.486, -0.346, 0.098], [0.276, -0.068, -0.014], [-0.092, -0.119, -0.400], [-2.258, -0.621, -0.145], [1.331, 0.088, 1.592], [-1.965, -1.084, -2.396], [2.316, 0.353, 0.602], [0.572, 0.361, 0.479], [0.169, -0.224, -0.038], [0.403, 0.063, 0.043], [-1.221, -0.021, -0.380], [0.002, 0.033, 0.303], [-0.080, 0.186, -0.047], [0.253, 0.836, -0.009], [0.474, 0.070, 0.135], [0.444, -1.753, 1.908], [0.305, 2.426, -0.919], [1.042, -1.932, -0.342], [-0.054, -0.553, -0.136], [-0.373, 0.735, -0.870], [-0.326, 0.833, -0.456], [-0.482, -0.145, -0.190], [0.031, 0.085, -0.009], [-0.469, -0.111, 0.333], [0.395, -0.319, 0.274], [-0.228, 0.598, 1.005], [-0.384, 0.220, -0.512], [0.487, -1.316, -1.082], [-1.099, 1.194, 1.399], [0.401, -1.147, -0.196], [-1.985, 0.572, 0.649], [-0.146, 0.137, -0.189], [0.125, 0.086, -0.095], [-0.117, 0.096, 0.375], [-0.120, -0.075, -0.417], [0.757, 0.093, -0.440], [0.599, -0.008, 0.329], [0.567, 0.318, 0.211], [0.524, 0.207, -0.539], [0.341, 0.448, -0.170], [-0.052, -0.870, -0.098], [-1.897, -1.564, 0.483], [2.776, 0.790, -0.463], [-1.046, 0.302, 0.143], [0.291, 0.260, -0.219], [-0.671, -0.239, 0.008], [0.044, 0.425, -0.156], [0.317, 0.063, 0.288], [-0.119, 0.680, 0.087], [-0.024, 0.023, 0.189], [0.125, -0.190, 0.092], [0.391, 0.389, -1.168], [-0.419, 0.061, 1.054], [-0.907, 0.705, 1.283], [-1.272, -0.104, 0.294], [-0.086, -0.042, -0.773], [0.289, -0.143, -0.245], [-0.085, -0.502, 0.370], [0.161, -0.212, 0.095], [-0.010, 0.130, -0.119], [0.736, -0.130, -0.022], [0.260, 0.292, -0.949], [1.030, -0.434, 0.154], [1.713, -0.833, 1.251], [-2.423, 0.790, -0.021], [-0.750, 1.459, -0.234], [-0.159, -0.126, -0.103], [-0.463, -0.322, -0.509], [0.207, -0.368, -0.537], [0.889, 0.156, 0.077], [-0.356, 0.079, 0.043], [0.324, 0.266, -0.507], [-0.136, -0.868, 0.093], [0.801, -0.291, 0.490], [0.224, -0.022, 0.061], [-0.452, 1.961, 0.741], [-0.092, -0.853, -0.689], [1.903, -0.363, 0.964], [-0.237, 1.320, -0.380], [-1.238, -0.667, -1.326], [0.139, -0.108, -0.025], [0.132, -0.229, -0.209], [0.155, -0.233, 0.298], [-0.243, -0.466, 0.110], [0.188, -0.030, 0.010], [0.059, -0.112, 0.353], [-0.371, -0.100, -0.033], [0.904, -1.854, 1.126], [-0.716, 1.656, -0.828], [0.270, -2.453, 0.670], [0.180, 1.859, -1.657], [-0.732, -0.414, -0.563], [0.092, 0.076, 0.096], [-0.101, -0.010, 0.281], [-0.213, -0.193, 0.191], [0.005, 0.650, -0.186], [0.821, -0.270, 0.440], [-0.595, 0.156, 0.623], [-0.117, 0.691, -0.156], [-1.169, -1.432, 0.319], [1.328, 1.923, -0.236], [0.703, 0.133, 0.477], [-0.736, -1.283, -0.496], [-0.196, 0.808, -0.910], [-0.306, 0.015, 0.099], [0.560, -0.019, 0.352], [-0.179, -0.398, -0.130], [0.073, 0.268, 0.356], [-0.007, 0.398, 0.327], [-0.057, -0.041, -0.211], [-0.054, 0.045, 0.168], [-0.069, -0.267, 0.117], [0.109, -0.293, -0.255], [1.424, 0.358, 0.887], [-1.058, -0.104, -0.357], [-1.906, -0.267, -0.898], [0.186, -0.403, 0.144], [0.362, -0.212, -1.167], [1.854, 0.851, 0.325], [-0.287, 0.220, 0.369], [-0.352, -0.224, -0.101], [0.150, 0.097, -0.105], [0.264, 0.111, 0.543], [-0.555, 0.234, 0.251], [0.051, -0.432, 0.248], [-0.024, 0.238, -0.106], [-0.051, -0.544, -0.253], [-0.417, -0.195, -0.521], [2.075, -1.082, -0.950], [-0.679, 0.515, 0.662], [-0.199, -1.565, 1.358], [0.036, 0.104, -1.036], [-1.255, 1.292, -0.466], [0.365, -0.071, -0.259], [-0.431, 0.510, 0.309], [0.128, 0.402, 0.237], [0.275, -0.264, -0.053], [-0.121, 0.382, 0.391], [0.267, -0.438, 0.246], [0.290, 0.148, -0.139], [-0.328, 0.043, 0.170], [1.707, 0.139, 0.240], [-2.297, -0.673, -1.270], [1.439, -0.763, -1.159], [-0.381, 1.178, 3.165], [0.389, 0.256, -0.224], [0.036, 0.684, 0.023], [-0.158, -0.505, -0.322], [0.319, 0.232, -0.112], [-0.105, -0.083, -0.250], [-0.809, 0.042, -0.012], [0.017, -0.076, -0.488], [-0.365, -0.054, 0.285], [0.178, -0.060, -0.215], [0.106, -0.301, 0.419]], "mulliken_charge": [0.425, -0.725, 0.290, -0.489, -0.959, 0.134, 0.291, -0.225, 0.381, 0.330, 0.347, 0.214, 0.562, -0.643, 0.281, -0.569, -1.002, 0.031, 0.367, -0.082, 0.277, 0.293, 0.180, 0.407, 0.383, -0.660, 0.148, -0.756, -1.001, 0.179, 0.021, 0.333, 0.354, 0.322, 0.330, 0.304, -0.099, -0.381, 0.313, -0.277, -0.873, 0.295, 0.197, 0.318, -0.222, 0.360, 0.195, 0.289, 0.484, -0.746, 0.177, -0.907, -0.739, 0.130, 0.321, 0.320, 0.256, 0.192, 0.352, 0.158, -0.059, -0.642, 0.437, -0.884, -0.387, 0.383, 0.448, 0.432, -0.055, 0.171, -0.163, 0.397, 0.216, -0.700, 0.238, -0.602, -1.074, 0.303, -0.164, 0.445, 0.300, 0.341, 0.326, 0.423, 0.124, -0.564, 0.170, -0.861, -0.991, 0.336, 0.452, 0.033, 0.247, 0.344, 0.376, 0.266, -0.339, -0.405, 0.996, -0.990, -0.264, 0.270, 0.169, 0.248, 0.416, 0.077, 0.387, -0.448, -0.302, -0.233, 1.177, -0.808, -1.276, -0.009, -0.105, 0.255, 0.432, 0.507, 0.473, -0.001, 0.319, -0.699, 0.211, -0.624, -1.015, 0.282, 0.467, -0.182, 0.262, 0.344, 0.292, 0.331, 0.406, -0.708, 0.121, 0.784, -1.000, 0.130, -0.019, -0.117, -0.781, 0.264, 0.338, 0.368, 0.512, -0.775, 0.289, -0.769, -0.999, 0.135, 0.212, 0.101, 0.388, 0.313, 0.223, 0.317, -0.607, 0.793, -0.304, -0.396, -0.095, -0.613, 0.166, 0.345, 0.485, -0.324, 0.033, -0.168, 0.337, 0.347, -0.555, 0.167, -0.342, -0.229, -1.097, -0.192, 0.347, 0.301, 0.289, 0.384, 0.298, -0.160, 0.341, 0.292, -0.162, -0.227, 0.080, 1.892, -0.794, 2.610, -0.881, -0.387, -0.050, 0.302, 0.112, -1.146, -0.920, -0.444, -0.577, 0.687, -0.315, 0.307, -1.486, -0.312, 0.408, -0.153, 0.346, 0.404, 0.310, -0.361, 0.515, 0.211]}